The following is a quantum chemistry calculation of 10 unconnected molecules or ions with the total composition C42H112N8O13, from the Open Molecules 2025 dataset.

As for the structure (SMILES): COC[C@H](C)N.COC[C@H](C)N.COC[C@H](C)N.COC[C@H](C)N.COC[C@H](C)N.COCCNCCOC.COCCNCCOC.COCCNCCOC.CCO.CCO.

Cartesian coordinates (Å):
1 O 15.71 -0.74 33.66
2 O 11.56 -6.34 34.38
3 O 15.37 -1.11 28.64
4 O 7.70 -3.65 32.71
5 O 19.09 1.63 32.39
6 O 13.34 -0.46 37.15
7 O 18.74 -3.35 30.29
8 O 25.52 1.07 32.45
9 O 19.05 0.43 36.48
10 O 9.13 2.64 31.39
11 O 15.73 -5.52 33.24
12 O 8.17 -9.00 29.71
13 O 15.02 3.83 36.62
14 N 13.42 1.80 29.63
15 N 15.96 -2.40 31.21
16 N 12.59 2.42 32.63
17 N 7.48 -6.45 31.27
18 N 16.26 -0.80 36.80
19 N 22.74 1.61 31.98
20 N 7.88 -6.06 34.37
21 N 17.37 1.72 38.49
22 C 15.93 -1.64 27.46
23 C 17.81 3.94 37.74
24 C 14.47 -0.05 28.42
25 C 12.40 0.46 37.61
26 C 7.42 -3.98 31.37
27 C 19.48 -2.32 30.96
28 C 26.89 0.80 32.31
29 C 16.69 2.97 38.08
30 C 16.23 -4.29 32.71
31 C 14.02 3.62 35.66
32 C 8.44 -2.45 32.78
33 C 18.41 -0.45 35.61
34 C 9.02 -10.10 29.55
35 C 6.68 -7.67 31.04
36 C 14.21 -0.95 38.15
37 C 15.39 -3.73 31.58
38 C 15.23 -4.64 30.37
39 C 10.32 -5.79 34.01
40 C 10.78 3.32 33.92
41 C 17.50 -1.41 36.37
42 C 17.98 1.12 31.72
43 C 20.14 1.13 35.94
44 C 16.71 -6.11 34.08
45 C 9.20 -6.42 34.88
46 C 7.58 -8.89 30.99
47 C 21.45 1.88 32.61
48 C 11.14 2.45 32.71
49 C 14.46 -0.05 33.65
50 C 23.28 0.28 32.23
51 C 20.33 1.15 31.88
52 C 13.90 0.40 29.76
53 C 19.46 -2.60 32.46
54 C 24.68 0.21 31.70
55 C 15.42 -1.67 37.62
56 C 12.71 -5.97 33.65
57 C 15.75 2.64 36.90
58 C 10.51 2.98 31.42
59 C 12.69 -0.45 30.15
60 C 6.63 -5.27 31.18
61 C 8.52 3.13 30.22
62 C 9.31 -7.93 35.00
63 C 13.34 -1.02 33.96
64 H 18.12 1.13 30.63
65 H 15.21 -2.28 26.93
66 H 14.35 3.21 34.70
67 H 21.52 1.67 33.67
68 H 17.26 -4.41 32.33
69 H 10.96 2.39 30.61
70 H 12.79 1.39 38.04
71 H 20.33 1.28 30.80
72 H 10.75 1.45 32.89
73 H 14.20 2.39 29.35
74 H 16.34 2.33 36.03
75 H 27.15 -0.23 32.56
76 H 13.02 3.34 32.62
77 H 15.08 1.85 37.25
78 H 15.77 -1.38 32.93
79 H 7.94 -5.12 33.99
80 H 18.45 -2.43 32.84
81 H 7.87 -1.63 32.33
82 H 14.39 -3.52 31.98
83 H 16.71 0.97 38.30
84 H 14.65 0.39 30.55
85 H 19.02 -1.37 30.71
86 H 5.98 -5.22 30.29
87 H 18.47 3.54 36.96
88 H 8.30 -3.96 30.71
89 H 7.72 -6.63 33.54
90 H 22.60 -0.46 31.80
91 H 27.42 1.48 32.97
92 H 10.18 -8.20 35.60
93 H 15.02 0.79 27.97
94 H 14.63 -5.49 30.71
95 H 10.28 -4.69 34.08
96 H 20.50 -2.26 30.58
97 H 24.69 0.49 30.64
98 H 16.33 -3.60 33.55
99 H 16.45 -7.14 34.29
100 H 11.76 0.01 38.39
101 H 16.29 -0.87 26.78
102 H 19.12 -1.08 35.04
103 H 19.73 -3.65 32.60
104 H 20.72 0.58 35.19
105 H 13.52 4.59 35.56
106 H 7.05 -9.83 31.20
107 H 15.06 -2.52 37.03
108 H 17.32 -2.25 35.67
109 H 13.61 -1.53 38.85
110 H 6.13 -7.85 31.96
111 H 12.11 -0.69 29.26
112 H 8.69 -2.25 33.81
113 H 7.49 2.80 30.13
114 H 14.73 -4.12 29.56
115 H 20.39 0.07 32.06
116 H 20.12 -1.97 33.05
117 H 9.30 -5.98 35.89
118 H 16.93 -2.62 30.96
119 H 19.72 2.01 35.42
120 H 21.24 2.95 32.48
121 H 16.78 -2.28 27.72
122 H 17.02 1.61 31.91
123 H 13.10 -1.38 30.55
124 H 15.56 -2.12 30.31
125 H 16.74 -5.56 35.03
126 H 11.15 2.83 34.82
127 H 9.37 -10.15 28.52
128 H 19.24 -4.17 30.39
129 H 10.64 4.07 31.43
130 H 27.21 0.96 31.27
131 H 8.51 -11.05 29.78
132 H 9.03 2.80 29.30
133 H 15.75 -0.58 35.95
134 H 16.15 3.35 38.94
135 H 9.69 3.32 33.99
136 H 6.06 -7.60 30.14
137 H 17.71 0.09 31.99
138 H 13.51 -6.65 33.95
139 H 14.54 -0.09 38.76
140 H 9.35 -2.55 32.18
141 H 8.52 4.22 30.19
142 H 23.33 0.09 33.32
143 H 12.98 1.97 31.81
144 H 13.71 -0.30 27.66
145 H 18.39 4.26 38.61
146 H 12.12 0.01 30.95
147 H 6.80 -3.19 30.93
148 H 8.15 -6.46 30.50
149 H 13.21 2.94 35.97
150 H 18.05 -1.90 37.18
151 H 8.38 -8.32 35.41
152 H 9.36 -8.30 33.97
153 H 14.32 0.26 32.61
154 H 25.07 -0.82 31.72
155 H 11.76 0.73 36.77
156 H 16.20 -5.00 30.03
157 H 9.93 -10.04 30.16
158 H 5.89 -5.33 31.99
159 H 10.08 -6.05 32.97
160 H 13.06 -4.97 33.92
161 H 23.37 2.35 32.27
162 H 17.70 -6.08 33.61
163 H 16.06 -2.03 38.43
164 H 14.52 0.81 34.31
165 H 12.36 -0.54 34.04
166 H 17.42 4.87 37.31
167 H 8.27 -8.91 31.84
168 H 11.13 4.35 33.85
169 H 13.20 -1.70 33.11
170 H 13.52 -1.64 34.84
171 H 18.09 1.44 37.82
172 H 17.80 0.05 34.85
173 H 12.88 1.85 28.76
174 H 20.78 1.57 36.70
175 H 12.63 -5.97 32.56

***

The following is a quantum chemistry calculation of 14 unconnected molecules or ions with the total composition C42H112O14, from the Open Molecules 2025 dataset.

Cartesian coordinates (Å):
1 O -3.30 32.23 -1.60
2 O -11.16 30.93 -3.58
3 O -8.25 34.41 -7.69
4 O -6.83 29.33 -7.47
5 O -12.96 32.57 -7.88
6 O -14.77 37.53 -5.55
7 O -7.08 37.02 -7.38
8 O -7.65 37.98 -11.96
9 O -9.75 33.15 -9.82
10 O -2.32 31.11 -4.11
11 O -4.43 31.31 -10.33
12 O -12.40 33.89 -10.17
13 O -7.50 38.35 -2.56
14 O -4.76 37.99 -6.49
15 C -10.68 28.55 -3.34
16 C -8.22 36.65 -12.13
17 C -8.65 33.68 -6.51
18 C -5.42 33.09 -9.04
19 C -12.33 35.70 -11.39
20 C -8.75 38.30 -8.57
21 C -7.74 34.06 -5.33
22 C -4.84 37.06 -5.45
23 C -12.73 36.67 -4.53
24 C -8.82 38.14 -6.04
25 C -10.13 33.87 -6.11
26 C -7.85 27.78 -5.82
27 C -14.11 31.76 -8.20
28 C -7.50 35.65 -11.27
29 C -8.47 38.00 -0.48
30 C -7.69 36.12 -1.97
31 C -3.11 33.27 -9.90
32 C -14.28 36.47 -4.75
33 C -11.40 29.67 -4.13
34 C -3.38 30.52 -4.82
35 C -15.12 36.49 -3.45
36 C -6.71 28.12 -6.75
37 C -12.16 35.80 -8.81
38 C -4.17 31.73 -5.39
39 C -8.27 36.20 -13.58
40 C -6.64 27.16 -7.98
41 C -4.21 29.67 -3.86
42 C -5.63 32.76 -1.84
43 C -7.92 38.16 -7.32
44 C -11.19 29.71 -5.70
45 C -4.27 33.22 -1.47
46 C -3.83 34.39 -2.31
47 C -10.14 32.39 -12.06
48 C -4.14 32.32 -9.36
49 C -14.66 32.14 -9.58
50 C -12.78 35.16 -10.11
51 C -7.39 37.54 -1.45
52 C -4.09 35.80 -5.88
53 C -10.40 30.87 -10.14
54 C -15.14 31.85 -7.08
55 C -9.65 32.07 -10.69
56 C -4.34 37.81 -4.20
57 H -7.98 34.68 -11.19
58 H -12.32 35.77 -4.08
59 H -4.39 37.05 -3.42
60 H -11.24 35.71 -11.46
61 H -12.75 35.81 -7.90
62 H -14.86 35.65 -2.82
63 H -12.59 35.10 -12.26
64 H -10.85 33.80 -6.93
65 H -11.28 28.39 -2.44
66 H -10.30 30.77 -9.06
67 H -13.96 31.82 -10.36
68 H -7.14 35.82 -2.86
69 H -8.45 32.66 -6.83
70 H -14.47 35.52 -5.24
71 H -8.28 38.00 -5.11
72 H -4.69 32.44 -4.74
73 H -4.20 34.29 -3.33
74 H -9.28 36.76 -11.90
75 H -11.47 30.82 -10.34
76 H -8.68 36.96 -14.25
77 H -6.25 32.44 -8.76
78 H -5.93 31.86 -1.30
79 H -7.28 36.10 -14.03
80 H -9.32 39.22 -8.69
81 H -10.63 33.49 -9.99
82 H -3.80 31.71 -8.53
83 H -2.17 32.74 -10.03
84 H -11.22 32.51 -12.14
85 H -16.01 31.21 -7.21
86 H -8.56 33.95 -8.47
87 H -4.91 38.69 -3.90
88 H -12.85 32.66 -6.93
89 H -8.77 27.60 -6.39
90 H -2.83 29.98 -5.59
91 H -4.69 30.23 -3.05
92 H -7.72 26.96 -5.11
93 H -11.25 28.68 -6.06
94 H -5.69 32.51 -2.89
95 H -6.04 27.48 -8.84
96 H -5.72 33.80 -9.81
97 H -13.85 35.27 -10.00
98 H -8.14 37.43 0.39
99 H -16.14 36.30 -3.80
100 H -12.47 37.49 -3.86
101 H -15.72 37.40 -5.55
102 H -8.72 36.05 -2.32
103 H -7.96 33.36 -4.53
104 H -7.56 35.37 -1.19
105 H -3.23 35.87 -6.54
106 H -5.31 30.97 -10.16
107 H -7.80 35.10 -5.02
108 H -6.40 33.51 -1.65
109 H -11.89 30.31 -6.28
110 H -4.20 33.48 -0.41
111 H -4.92 28.97 -4.28
112 H -10.73 27.63 -3.91
113 H -5.40 33.67 -8.12
114 H -8.41 39.07 -0.25
115 H -14.92 33.20 -9.59
116 H -9.66 31.73 -12.78
117 H -6.70 33.91 -5.63
118 H -3.49 33.63 -10.86
119 H -15.11 37.38 -2.82
120 H -5.54 37.79 -7.01
121 H -2.82 34.08 -9.22
122 H -2.74 34.44 -2.29
123 H -6.36 37.56 -1.08
124 H -3.43 31.47 -1.04
125 H -7.47 29.83 -6.96
126 H -9.63 28.62 -3.05
127 H -7.67 27.12 -8.32
128 H -3.57 32.35 -6.04
129 H -11.15 35.48 -8.54
130 H -12.75 33.34 -9.46
131 H -10.20 30.00 -6.05
132 H -3.50 29.09 -3.27
133 H -8.03 38.49 -12.67
134 H -9.56 37.34 -6.07
135 H -5.88 36.81 -5.26
136 H -14.63 31.74 -6.13
137 H -8.03 28.67 -5.22
138 H -3.32 38.20 -4.29
139 H -9.89 30.02 -10.61
140 H -4.96 31.37 -6.05
141 H -2.77 31.54 -3.38
142 H -7.52 35.94 -10.22
143 H -15.56 31.56 -9.74
144 H -12.57 36.73 -11.66
145 H -9.49 37.79 -0.77
146 H -12.16 36.87 -5.44
147 H -10.42 34.87 -5.77
148 H -8.60 31.80 -10.73
149 H -12.47 29.51 -4.11
150 H -12.12 36.88 -8.93
151 H -11.57 31.02 -2.71
152 H -9.37 37.43 -8.78
153 H -9.41 39.04 -5.87
154 H -8.17 38.25 -9.49
155 H -5.71 28.08 -6.31
156 H -4.82 35.07 -6.24
157 H -8.43 38.53 -2.73
158 H -7.50 36.16 -7.43
159 H -4.15 35.27 -1.76
160 H -8.85 35.30 -13.77
161 H -13.79 30.72 -8.31
162 H -6.46 35.56 -11.57
163 H -3.60 35.36 -5.01
164 H -6.37 26.16 -7.64
165 H -10.44 33.18 -5.33
166 H -15.62 32.82 -6.96
167 H -7.32 39.07 -7.26
168 H -9.75 33.33 -12.44

***

Looking at HOMO level for the records above, in order, we have -8.068, -8.808 eV.
Looking at F_max for the records above, in order, we have 1.95, 4.38 eV/Å.
Looking at energy relative to the best compared isomer or geometry (same formula, charge and spin) for the records above, in order, we have 0.00, 108.48 kcal/mol.